1.
This record from OMol25 describes a cluster of 4 separate species, C19H35NO9PS in total. The level of theory is ωB97M-V with the def2-TZVPD basis set.

```
66
Properties=species:S:1:pos:R:3:forces:R:3
C 3.96282 -0.93678 0.70354 0.038 0.055 0.126
C 4.00923 -0.76021 -0.80446 0.115 -0.095 0.077
C 3.81208 0.66498 -1.30482 -0.227 -0.085 -0.342
C 2.57930 1.39659 -0.77858 0.276 -0.349 0.350
C 1.29491 0.57765 -0.82736 -0.385 0.241 0.021
C 0.04992 1.43057 -1.02989 -0.101 -0.161 -0.231
C -1.22733 0.59073 -1.09833 0.182 0.030 0.537
C -2.40464 1.28909 -0.43882 -0.234 0.189 -0.537
C -3.73289 0.56427 -0.62117 0.074 -0.128 0.264
C -3.79228 -0.90215 -0.13507 -0.632 -0.286 -0.046
N -4.28887 -1.84299 -1.12039 0.338 0.482 0.146
P -3.22705 -2.74531 -1.86203 -0.366 -0.410 -0.018
S -3.39668 -4.72978 -1.76206 0.059 -0.311 -0.091
H 2.97956 -0.73060 1.12045 -0.127 0.072 -0.029
H 4.20810 -1.96149 0.97295 0.064 -0.092 0.064
H 4.67794 -0.27887 1.20007 0.102 0.049 0.049
H 4.98561 -1.09879 -1.15396 0.073 -0.078 -0.086
H 3.28378 -1.42727 -1.26641 -0.148 -0.019 -0.019
H 3.70647 0.61113 -2.39052 0.138 0.016 -0.130
H 4.71798 1.24105 -1.10952 0.041 0.156 0.077
H 2.76367 1.66914 0.26456 -0.027 0.227 0.080
H 2.45418 2.32316 -1.33551 -0.011 0.144 -0.043
H 1.31793 -0.18772 -1.60346 0.133 -0.055 -0.126
H 1.14969 0.05894 0.12095 0.115 -0.272 0.012
H -0.04299 2.14731 -0.21276 0.071 0.162 0.048
H 0.15589 1.99857 -1.95614 0.037 0.219 -0.007
H -1.47682 0.33236 -2.12620 0.002 -0.096 -0.117
H -1.04294 -0.34428 -0.56779 -0.036 -0.156 -0.119
H -2.50781 2.27235 -0.90886 0.037 0.181 0.098
H -2.18059 1.48539 0.61124 0.043 -0.126 0.171
H -3.99175 0.56178 -1.67808 -0.072 -0.002 -0.118
H -4.50411 1.12527 -0.09025 -0.143 0.185 -0.114
H -2.81960 -1.20423 0.27942 0.184 0.057 0.038
H -4.48997 -0.93001 0.70832 0.048 0.034 0.258
H -3.16732 -2.42864 -3.23304 0.117 -0.002 -0.096
H -1.92635 -2.38900 -1.43040 0.148 0.053 -0.057
C -0.97465 -7.05471 -4.24352 -0.086 -0.099 0.059
C -1.77135 -6.71201 -5.49040 0.001 -0.050 0.045
O -2.04385 -5.32792 -5.30497 0.140 0.052 -0.166
C -1.12340 -4.81110 -4.44992 -0.479 -0.436 0.442
O -1.02286 -3.66899 -4.17577 0.413 0.501 -0.288
O -0.35889 -5.80822 -3.93024 0.092 0.025 -0.120
H -0.21261 -7.81302 -4.40934 0.090 0.076 -0.008
H -1.61341 -7.34832 -3.40934 -0.052 0.065 -0.012
H -1.18418 -6.83990 -6.40390 0.013 -0.011 -0.003
H -2.70440 -7.26244 -5.57867 -0.062 0.079 0.055
C -1.59509 3.02122 4.27240 -0.013 0.061 0.174
C -2.60736 4.14982 4.18105 -0.039 -0.083 0.054
O -2.14387 4.88119 3.04132 0.003 -0.023 -0.034
C -1.42081 4.04221 2.25803 -0.112 -0.155 0.221
O -1.04397 4.28310 1.16242 0.144 0.187 -0.175
O -1.18623 2.87765 2.91037 0.093 -0.012 -0.012
H -2.01234 2.08553 4.63307 -0.023 -0.049 -0.116
H -0.72456 3.28907 4.87416 0.001 0.010 -0.016
H -3.61625 3.78782 3.97782 0.002 -0.019 -0.016
H -2.62115 4.79590 5.05430 0.064 0.083 -0.055
C 2.22087 2.75430 3.18974 0.055 -0.049 -0.237
C 3.68162 2.34677 3.21842 -0.081 -0.064 -0.076
O 4.17880 3.09349 4.33788 -0.011 -0.026 -0.004
C 3.14232 3.37461 5.16151 0.048 -0.042 -0.129
O 3.24910 3.83200 6.25142 -0.004 0.057 0.132
O 1.96782 3.06197 4.56811 -0.063 -0.007 -0.011
H 1.54928 1.97280 2.84628 -0.063 0.005 0.116
H 2.06318 3.65357 2.59274 -0.052 0.007 0.004
H 3.82079 1.28285 3.41524 -0.030 -0.007 0.020
H 4.21843 2.61862 2.31413 0.084 0.095 0.068
```
Positions in Å, forces in eV/Å.

Calculated values
Largest force on an atom: 0.0152 hartree/bohr
HOMO energy: -3.463 eV
Net charge: -1
LUMO level: 2.05 eV
Kohn-Sham gap: 5.5 eV

2.
This record from OMol25 describes a cluster of 9 separate species, C19H36BCl16O7 in total. The level of theory is ωB97M-V with the def2-TZVPD basis set.

```
79
Properties=species:S:1:pos:R:3:forces:R:3
O 0.52804 -2.18882 -1.96753 -0.119 -0.419 0.066
C 0.64095 -1.05541 -1.60792 0.129 -0.264 0.153
O -0.42461 -0.24092 -1.44745 0.048 -0.157 -0.352
C -0.50828 0.81862 -2.42067 0.197 1.232 -0.325
O -1.85818 1.09785 -2.68980 0.029 -0.451 0.396
B -2.81351 0.28869 -2.12435 -0.398 -0.033 -0.102
O -3.82188 0.89258 -1.40157 0.358 0.287 0.088
O -2.88557 -1.09163 -2.37535 0.266 0.345 0.337
C 0.20927 2.06884 -1.82375 0.519 0.232 -0.014
O -0.39876 2.65260 -0.90501 0.179 0.052 -0.083
O 1.34701 2.29502 -2.31896 -0.831 -0.100 0.277
H 1.61735 -0.64863 -1.32669 -0.013 0.449 -0.058
H -0.00351 0.55426 -3.34680 0.046 -0.391 -0.049
H -4.01191 0.40949 -0.59158 -0.372 -0.152 -0.221
H -2.51277 -1.56851 -1.62396 0.063 -0.290 -0.247
Cl 1.25819 -0.50247 2.11597 -0.203 -0.127 0.091
C -0.05491 0.57801 2.67280 0.087 0.179 0.088
C -1.39074 -0.11188 2.74737 -0.006 0.231 0.009
Cl -2.01173 -0.48093 1.12463 -0.161 -0.218 0.031
H -0.08056 1.43485 2.00189 0.019 -0.094 -0.114
H 0.23209 0.91836 3.66687 0.007 -0.005 0.005
H -2.11696 0.54475 3.22457 0.047 0.071 -0.036
H -1.33727 -1.03271 3.30960 0.042 -0.280 0.052
Cl -5.55179 -3.10117 -1.80853 -0.026 -0.081 0.071
C -5.01973 -3.31733 -3.49618 0.114 0.016 -0.059
C -6.10234 -2.93769 -4.46873 -0.086 0.132 -0.028
Cl -7.49891 -4.05831 -4.42491 -0.015 0.007 0.011
H -4.70371 -4.35022 -3.61894 -0.084 -0.028 0.010
H -4.15655 -2.66975 -3.64106 -0.013 0.068 0.086
H -5.71702 -2.95957 -5.48431 -0.041 -0.078 0.103
H -6.47523 -1.93895 -4.25287 -0.078 -0.038 0.054
Cl 1.69299 7.09633 -1.01273 0.020 0.010 0.021
C 0.78767 5.55697 -0.76890 0.021 -0.157 -0.047
C -0.64544 5.79742 -0.39987 -0.143 -0.082 -0.104
Cl -0.81505 6.53725 1.22960 -0.016 0.020 -0.016
H 1.30372 4.98495 -0.00615 0.010 0.026 0.036
H 0.83914 4.99694 -1.69844 -0.008 -0.048 -0.022
H -1.16284 4.84031 -0.38130 0.126 -0.077 0.040
H -1.13656 6.45953 -1.10903 0.026 0.081 0.065
Cl -3.46022 -2.89637 -6.57432 0.170 -0.101 -0.179
C -3.45556 -1.11347 -6.63566 -0.084 0.133 0.033
C -2.10948 -0.58086 -7.05280 0.051 0.090 -0.034
Cl -0.86191 -0.88584 -5.82932 0.050 -0.040 0.037
H -3.74521 -0.74748 -5.65258 0.095 -0.035 0.043
H -4.21129 -0.81145 -7.35926 0.013 -0.051 -0.035
H -2.17381 0.49737 -7.19131 -0.028 0.008 0.043
H -1.78134 -1.03613 -7.98412 -0.016 -0.025 -0.002
Cl 4.10609 -2.24753 0.49745 -0.051 -0.091 0.048
C 3.06826 -3.69006 0.66391 -0.088 0.012 -0.079
C 2.94707 -4.15799 2.09180 0.083 0.068 -0.149
Cl 4.48915 -4.82298 2.71273 0.008 -0.007 0.038
H 3.47836 -4.47126 0.02924 0.047 0.013 -0.004
H 2.08490 -3.41255 0.28417 -0.008 0.013 0.036
H 2.21302 -4.95508 2.15680 0.005 -0.031 -0.044
H 2.64480 -3.35195 2.75241 0.052 0.063 0.027
Cl 2.03174 3.41744 2.21187 -0.097 0.005 -0.019
C 3.76214 3.10181 1.93755 0.106 0.029 -0.038
C 4.03539 2.74411 0.49617 -0.063 0.070 -0.131
Cl 3.32235 1.17852 0.06045 0.229 0.009 0.026
H 4.07042 2.31219 2.61721 -0.046 -0.055 -0.013
H 4.29845 4.01430 2.19737 -0.024 0.028 -0.019
H 5.10965 2.67376 0.32859 0.007 -0.018 0.070
H 3.62312 3.48811 -0.18305 -0.068 -0.026 -0.001
Cl 5.99509 3.11326 5.06973 -0.019 -0.011 -0.040
C 5.53187 4.80685 5.38075 0.057 0.071 -0.002
C 4.30021 4.91361 6.24118 -0.137 0.069 0.136
Cl 2.82319 4.37683 5.40334 0.168 -0.016 0.026
H 5.39038 5.30118 4.42286 -0.039 -0.065 -0.033
H 6.37294 5.27116 5.89296 -0.008 -0.001 0.023
H 4.14201 5.95529 6.51666 0.042 0.019 -0.024
H 4.40632 4.32548 7.14937 -0.003 -0.045 -0.019
Cl 0.03428 -4.25915 3.77423 -0.157 0.051 0.078
C -0.73529 -5.75497 4.36270 0.041 -0.022 0.086
C -1.13526 -6.66776 3.23213 -0.018 -0.070 -0.007
Cl -2.46452 -5.98967 2.26120 0.006 0.004 -0.014
H -1.59421 -5.47418 4.96659 -0.026 0.042 -0.047
H -0.00905 -6.25736 4.99995 0.024 -0.013 -0.035
H -1.48508 -7.61617 3.63669 -0.012 0.011 0.027
H -0.29907 -6.85973 2.56442 0.000 0.045 -0.020
```
Positions in Å, forces in eV/Å.

Calculated values
Largest force on an atom: 0.0251 hartree/bohr
HOMO energy: -5.375 eV
Net charge: -1
LUMO level: 1.94 eV
Kohn-Sham gap: 7.3 eV

3.
This record from OMol25 describes a structure of composition C19H36BeBr3Cl3IN3O10. The level of theory is ωB97M-V with the def2-TZVPD basis set.

```
76
Properties=species:S:1:pos:R:3:forces:R:3
O -4.55393 4.07443 -1.59649 0.560 -0.088 0.531
C -3.93064 3.05832 -1.42805 0.247 0.085 -0.752
O -2.83519 2.72635 -2.16589 -0.687 -0.048 0.459
C -3.10731 1.48724 -2.87823 -0.175 -0.218 -0.930
C -1.87956 0.68785 -3.24609 0.435 0.463 0.880
C -1.39280 -0.33311 -2.21350 0.550 0.327 -0.525
I -2.89501 -1.59877 -1.48933 -0.174 -0.500 0.241
C -4.36482 2.03218 -0.41809 -0.538 -0.192 -0.387
C -5.50047 1.28265 -0.72582 -0.060 0.355 0.326
C -5.89811 0.29491 0.14074 0.210 0.043 0.355
N -5.19281 0.11414 1.27998 -0.037 0.152 -0.325
C -4.10462 0.83660 1.60478 -0.075 0.084 -0.158
C -3.66648 1.82614 0.75564 0.044 -0.196 -0.062
H -3.80023 0.87571 -2.31823 -0.033 -0.288 0.056
H -3.62663 1.74294 -3.80196 -0.051 0.302 0.052
H -2.05785 0.24232 -4.22376 -0.161 -0.302 0.065
H -1.03897 1.38163 -3.36946 -0.068 0.203 -0.189
H -0.63776 -0.95068 -2.69848 -0.065 -0.275 0.095
H -0.88539 0.14037 -1.37744 -0.208 0.133 0.152
H -6.07185 1.43049 -1.63024 0.111 0.007 0.007
H -6.74242 -0.35077 -0.06334 0.114 -0.108 0.095
H -5.48767 -0.61036 1.92249 0.006 -0.072 -0.058
H -3.58879 0.61674 2.52755 -0.148 -0.175 -0.010
H -2.80120 2.42764 0.99111 0.099 -0.158 0.172
Br 0.01626 -3.88473 -3.52043 0.124 0.185 -0.086
C 1.94967 -3.76016 -3.69753 -0.252 -0.024 0.059
C 2.51122 -2.59321 -2.93202 0.022 -0.361 0.073
Br 2.18659 -0.87965 -3.89160 0.392 -0.092 0.266
H 2.17396 -3.71287 -4.75805 0.054 -0.020 0.000
H 2.33930 -4.68844 -3.28555 0.068 0.033 0.042
H 3.59471 -2.64697 -2.84839 0.047 0.099 -0.110
H 2.07195 -2.48104 -1.94599 -0.079 0.107 -0.030
Cl -2.32356 0.80057 4.36703 0.063 0.076 0.299
C -0.86041 -0.21713 4.56132 0.058 -0.059 0.004
C 0.25404 0.26256 3.68066 0.137 0.036 0.045
Cl -0.09983 0.00888 1.93762 -0.042 0.030 -0.031
H -1.13831 -1.24412 4.34532 -0.056 0.009 -0.031
H -0.56098 -0.15992 5.60409 -0.047 -0.004 0.053
H 1.16010 -0.29413 3.91041 -0.026 -0.069 -0.040
H 0.45110 1.32147 3.82239 -0.047 0.020 -0.050
O -6.10897 -2.46887 -3.92594 -0.037 0.070 0.174
Cl -6.54167 -1.67580 -2.81274 0.337 0.034 -0.270
O -5.74184 -0.44756 -2.75609 -0.162 -0.069 -0.214
O -6.31840 -2.39760 -1.56989 -0.035 0.152 0.091
O -7.92288 -1.31464 -2.94085 -0.078 -0.037 0.160
Be 0.37170 0.07968 -5.08064 -0.194 0.055 -0.341
C 3.27844 -0.10938 -0.10290 -0.048 0.034 -0.009
C 4.63723 0.44908 0.29157 -0.040 -0.028 -0.140
N 5.50858 -0.54537 0.88977 0.027 0.007 -0.019
C 6.69583 0.02551 1.50269 0.104 0.096 0.193
C 7.71864 0.72317 0.59708 0.049 -0.046 0.040
C 5.71590 -1.74898 0.10552 -0.068 -0.153 -0.065
C 6.30387 -1.60186 -1.30589 0.031 -0.074 0.031
H 2.78167 -0.57419 0.74911 0.020 -0.040 0.000
H 2.63999 0.69700 -0.46765 -0.007 0.004 0.006
H 3.35958 -0.84847 -0.90330 0.030 0.042 0.032
H 4.48239 1.24096 1.02899 0.075 -0.015 0.024
H 5.08721 0.93341 -0.59077 -0.017 0.020 0.008
H 7.19989 -0.76259 2.06790 -0.026 -0.056 -0.048
H 6.35605 0.74599 2.25267 -0.069 0.011 -0.045
H 8.31599 0.01166 0.02831 -0.037 0.003 -0.050
H 8.41121 1.30184 1.21073 -0.010 0.000 0.006
H 7.24639 1.41467 -0.10140 -0.015 0.000 -0.002
H 4.75599 -2.26430 0.02008 -0.063 0.038 0.023
H 6.34132 -2.42835 0.68922 0.059 0.083 0.030
H 5.84577 -0.77946 -1.85723 -0.024 0.046 0.001
H 6.12645 -2.51784 -1.87385 0.013 -0.047 -0.006
H 7.38059 -1.44256 -1.29120 -0.023 0.082 -0.023
O -4.60007 4.65187 1.30285 -0.236 0.070 -0.183
H -4.79393 5.61020 1.28705 0.940 0.053 0.102
H -4.64776 4.39781 0.35859 0.008 0.231 -0.022
Br -6.85604 5.48163 1.15200 -0.857 -0.104 0.029
N -0.17190 -0.77433 8.28941 -0.063 0.029 -0.014
O -1.38624 -0.59242 8.44727 -0.001 0.028 -0.021
O 0.63599 -0.42170 9.14653 0.009 -0.022 0.015
O 0.22772 -1.31429 7.23582 0.098 0.003 -0.041
```
Positions in Å, forces in eV/Å.

Calculated values
Largest force on an atom: 0.0211 hartree/bohr
HOMO energy: -7.770 eV
Net charge: 0
LUMO level: -6.55 eV
Kohn-Sham gap: 1.2 eV